11
Properties=species:S:1:pos:R:3 method="wB97M-V/def2-TZVPD" orbital_gap_ev="7.3 / 7.9" e_tot_ha=-247.98287 fmax_ha_per_bohr=0.0770 charge=0 e_above_lowest_kcal_mol=183.34 e_homo_ev="-8.596 / -8.750" lumo_energy_ev="-1.3112 / -0.8860"
C 1.159 0.271 0.456
H -1.165 -0.734 -2.039
C -1.165 -1.494 -1.285
H -2.078 -1.711 -0.773
H -0.374 -2.212 -1.270
H 1.971 2.253 1.170
H 1.944 -0.321 0.031
C -0.183 1.698 1.075
C 1.190 1.540 1.029
N -1.097 0.797 1.032
C -0.204 -0.086 0.575